The following is a DFT calculation (ωB97M-V/def2-TZVPD) of a single C3H5NO2 molecule.

The energy relative to the best compared isomer or geometry (same formula, charge and spin) comes out at 22.3 kcal per mole. As for the electronic energy: -322.5389 Ha. For the frontier orbital gap, the calculation gives 11.363 eV. The value obtained for the LUMO energy is 0.9 eV. As for the SMILES: [H]/N=C(\C)OC=O. The spin multiplicity is 1. For the max |F|, the calculation gives 0.62 eV/Å.

Each line ends with the Löwdin charge.
Positions of all 11 atoms, in Å:
1 H 2.13543 0.28874 0.40033  0.07
2 N 1.23205 0.13333 0.84007  0.18
3 C 0.34722 -0.08471 -0.02823  -0.47
4 C 0.45160 -0.15857 -1.52328  0.00
5 O -0.93815 -0.37564 0.38566  0.02
6 C -1.43762 0.19934 1.52303  -0.31
7 O -1.28791 1.33402 1.85549  0.11
8 H -0.00333 0.73043 -1.97219  0.09
9 H -0.08705 -1.03336 -1.89801  0.09
10 H 1.49721 -0.21798 -1.83304  0.08
11 H -2.04763 -0.54297 2.05223  0.14